1.
A molecular structure, C40H62BBrMoN14O6S. Source: the Open Molecules 2025 dataset; level of theory: wB97M-V/def2-TZVPD.

ORCA input file:
```
! RIJCOSX wB97M-V def2-TZVPD def2/J DEFGRID3
* xyz 3 4
H -3.676 -2.148 3.471
C -1.315 4.119 2.474
H -2.441 -0.093 -6.323
H -3.804 -3.571 2.446
C 2.992 -1.655 1.259
C 1.086 -2.987 -7.416
C 3.936 3.501 1.369
O 0.245 -0.409 -2.495
H 1.835 -2.755 4.158
H -1.055 2.727 -6.065
H 3.127 1.851 5.680
N 2.121 1.463 3.880
H -9.656 -0.699 3.521
C -7.711 -1.095 2.726
H 4.387 4.289 1.946
C -8.658 -0.904 3.904
H -4.927 -0.980 1.345
H -2.128 4.823 2.486
N 4.044 4.075 4.190
H 3.163 -3.485 -6.898
C 2.308 -0.205 5.317
H 0.254 -2.211 4.664
H 0.726 -1.325 -8.789
N 2.949 2.773 1.895
H 2.985 -1.983 -7.817
C -1.850 -0.987 2.207
N 2.565 1.820 0.995
N 2.690 3.870 4.171
N 0.665 3.190 2.811
H -8.699 -1.803 4.517
O 1.842 -1.114 0.977
H 1.122 -4.983 -6.491
H -0.323 -1.615 -0.568
H 4.935 -1.283 1.803
H 1.147 -3.402 0.678
C 3.332 1.976 -0.114
H -5.607 -2.626 1.217
H -2.297 1.153 0.992
C 2.601 -2.996 -7.694
O -5.437 -0.301 3.831
C -1.152 1.681 -3.661
C 1.206 -2.121 -3.756
C 3.129 4.910 6.070
H 1.083 4.250 5.542
H 5.705 6.083 6.167
H 3.044 1.679 -2.209
C -2.515 2.150 1.368
C -0.149 -0.378 -4.867
H 4.023 -3.353 1.440
C -0.456 1.818 -6.026
C 0.583 -4.434 -7.263
C -5.101 -1.920 1.869
H -0.713 -2.313 -8.457
H 2.343 -4.627 0.228
N -0.846 -0.728 1.352
C -0.979 -1.596 0.290
H -8.349 -0.064 4.524
C 0.369 -2.338 -8.599
H -1.761 2.561 -3.872
C 1.421 -2.762 -4.926
H -1.398 0.551 3.590
C 1.065 -2.009 3.964
H 0.566 -2.923 -9.496
H 4.143 0.538 -1.462
C 5.702 5.118 5.664
H 3.036 5.402 7.022
C 0.850 -2.248 -6.118
H -3.089 1.299 -5.461
H 2.015 -3.663 -4.953
H 6.154 4.392 6.341
H -2.877 -0.243 -4.620
C 4.314 4.712 5.312
H 2.411 0.349 -1.230
C 1.614 -0.643 4.199
Mo 0.871 0.593 1.335
H -8.018 -1.922 2.086
N 1.505 0.386 3.322
C 2.036 -3.931 1.006
N 0.122 1.432 -0.551
H 6.320 5.184 4.771
S -6.085 -1.491 3.322
H 3.940 0.111 1.550
C 4.211 3.027 0.094
Br 1.928 -2.819 -2.157
H 0.574 2.097 -5.797
N -2.596 -3.395 -0.336
C -1.333 2.831 1.974
H -2.034 -0.922 4.336
H -0.343 -0.699 -6.947
N 3.110 -2.968 1.245
H -0.473 1.380 -7.022
C 2.134 4.354 5.325
H -0.177 2.028 -3.311
H 0.141 0.753 -1.349
C 0.413 -0.912 -3.634
H -1.644 1.110 -2.873
O -3.614 -3.948 0.013
N 4.032 -0.892 1.590
H -2.926 2.760 0.563
H -3.133 0.144 3.491
H -7.607 -0.187 2.131
H 2.791 -3.545 -8.616
C -0.039 4.305 2.982
H 0.401 5.167 3.455
C -2.066 -2.366 0.529
H -0.839 1.762 -0.512
H 0.693 -2.143 2.951
H 0.733 -4.963 -8.204
H 0.685 2.233 -0.831
C 0.091 -1.074 -6.034
C -2.116 -0.258 3.474
H 4.957 3.397 -0.587
H -3.302 2.054 2.118
H -0.481 -4.460 -7.027
C 2.604 1.127 5.077
C 3.212 1.087 -1.308
O -6.126 -2.667 4.143
C -2.443 0.426 -5.365
N -2.610 -1.988 1.738
C -3.803 -2.486 2.445
O -1.953 -3.612 -1.339
B 2.142 2.879 3.216
H 1.828 -4.485 1.920
C -1.028 0.871 -4.955
N -0.100 2.270 2.139
H 2.557 -0.779 6.192
*
```

Calculated values
* ΔE to the lowest compared entry with this formula, charge and spin: 0.0 kJ/mol
* orbital gap (alpha / beta): 4.28 / 6.00 eV
* expectation value of S²: 3.7879
* highest occupied orbital energy (alpha / beta): -14.7 / -15.6 eV


2.
2 unconnected molecules or ions with the total composition C5H12IN3. Source: the Open Molecules 2025 dataset; level of theory: wB97M-V/def2-TZVPD.

ORCA input file:
```
! RIJCOSX wB97M-V def2-TZVPD def2/J DEFGRID3
* xyz 0 1
H 1.341 -0.826 2.064
I -2.774 -0.102 -0.201
H 1.908 0.508 0.393
H -0.182 0.376 -2.859
H -0.796 -2.504 0.401
H -0.945 -1.169 -2.136
H 0.601 3.235 -0.588
N 0.742 -0.112 1.994
H -0.562 1.693 1.397
C -0.087 -0.568 -2.436
H -0.924 -2.556 2.299
H 0.837 -2.506 1.372
H 0.697 1.507 -1.449
C 0.021 1.395 0.525
C -0.281 -2.114 1.335
H -0.832 2.468 -1.295
N -0.309 -0.723 1.295
N 1.266 0.894 1.133
C 0.162 2.211 -0.787
C -0.728 0.059 0.238
H 0.845 -1.166 -2.695
*
```

Calculated values
* ΔE to the lowest compared entry with this formula, charge and spin: 285.1 kJ/mol
* orbital gap (alpha / beta): 8.35 / 6.99 eV
* highest occupied orbital energy (alpha / beta): -8.1 / -6.7 eV


3.
A molecular structure, C24H36NP2SbScSe4. Source: the Open Molecules 2025 dataset; level of theory: wB97M-V/def2-TZVPD.

ORCA input file:
```
! RIJCOSX wB97M-V def2-TZVPD def2/J DEFGRID3
* xyz 1 1
Sb 3.216 0.405 -4.448
H -1.647 -5.436 -0.581
Se 2.444 1.631 -6.275
H 0.457 -0.084 3.284
H -0.097 -6.099 -1.081
H 4.510 0.385 2.376
Sc -0.279 0.080 -1.277
H 1.661 -2.881 -1.773
C 1.324 -3.753 -1.211
C 1.334 3.669 -2.530
H 0.239 4.447 2.041
C 1.445 0.604 0.966
H -1.927 -4.052 1.578
Se 1.610 -0.095 -2.654
H 4.590 2.752 1.650
H -4.760 -3.443 -0.977
H -1.229 4.036 2.929
H -0.217 -5.223 0.433
C -0.853 -2.277 1.031
Se 4.974 1.599 -3.117
H -2.888 -0.266 -0.933
H -0.619 4.198 -1.828
H -2.934 2.492 2.006
C -1.178 3.164 0.952
H 1.617 -3.628 -0.167
C -0.187 -3.962 -1.324
C -0.590 -1.874 3.774
C -0.576 -5.250 -0.595
H -3.475 -1.148 0.470
C -0.050 -0.957 2.897
C -0.488 3.658 2.225
H -3.443 -4.575 -1.201
H 1.831 -4.637 -1.594
H 2.532 -0.985 1.925
H -2.870 -2.437 -2.246
H -4.459 -1.031 -0.999
C -3.725 -3.648 -0.709
P -1.041 -2.438 -0.757
C 0.384 4.031 -1.396
H 0.153 5.603 0.125
H -0.454 -4.043 -2.386
H -0.492 -1.707 4.837
H 0.975 2.828 -3.132
C -1.265 -2.998 3.305
H -1.701 3.995 0.459
H -3.691 -3.798 0.368
C -0.154 -1.143 1.511
H 1.820 5.348 -0.408
H -2.766 1.765 0.416
Se 3.943 -1.698 -5.436
C 2.628 2.707 0.798
H 1.448 4.531 -3.186
C 3.664 0.826 1.870
N 0.321 -0.174 0.616
C -1.396 -3.183 1.942
H 2.676 3.739 0.488
H -1.688 -3.712 3.994
C -3.447 -1.169 -0.621
C -2.852 -2.478 -1.146
C 1.484 1.955 0.550
P 0.016 2.580 -0.334
H 0.680 6.153 -1.458
C 2.546 0.054 1.625
C 0.780 5.348 -0.727
C -2.209 2.092 1.298
H 2.326 3.405 -2.152
C 3.713 2.154 1.457
H 0.040 2.833 2.706
H -1.738 1.218 1.755
*
```

Calculated values
* ΔE to the lowest compared entry with this formula, charge and spin: 24.0 kJ/mol
* orbital gap (alpha / beta): 5.48 / 5.41 eV
* highest occupied orbital energy (alpha / beta): -10.5 / -10.5 eV


4.
2 unconnected molecules or ions with the total composition C10H22N4O5. Source: the Open Molecules 2025 dataset; level of theory: wB97M-V/def2-TZVPD.

ORCA input file:
```
! RIJCOSX wB97M-V def2-TZVPD def2/J DEFGRID3
* xyz 0 1
H -1.314 -1.359 -0.432
H -5.330 -2.725 -1.100
C -4.764 -1.938 -0.584
H -0.770 2.497 -0.361
H -3.165 -1.958 -2.045
C -3.278 -2.081 -0.958
H 1.722 1.566 -0.451
O 6.722 -1.140 1.430
H -4.665 -1.197 1.316
C 5.091 -0.673 -0.273
C -2.545 1.270 0.697
O 6.720 0.925 0.610
H 3.705 0.211 1.173
N 2.567 2.067 -0.669
H -2.954 -3.105 -0.728
N 4.780 -2.093 -0.248
C 3.823 0.127 0.082
O -3.500 3.470 0.439
C -2.554 2.745 0.281
C 3.792 1.524 -0.508
H -3.491 1.368 2.497
H -2.505 -1.251 0.857
H -5.158 -0.990 -0.971
N -5.085 -1.993 0.836
H 2.969 -0.450 -0.283
H -1.606 1.066 1.231
H 5.384 -0.400 -1.293
H 2.501 3.006 -1.033
C -2.608 0.373 -0.552
C 6.260 -0.321 0.670
H -4.694 -2.835 1.252
O 4.809 2.141 -0.826
H 4.857 -2.402 0.721
O -1.435 3.199 -0.323
H -1.895 0.721 -1.310
H -3.602 0.513 -0.994
H 6.176 1.456 -0.021
N -3.650 0.949 1.585
C -2.359 -1.107 -0.217
H 5.527 -2.594 -0.723
H -4.479 1.419 1.223
*
```

Calculated values
* ΔE to the lowest compared entry with this formula, charge and spin: 0.0 kJ/mol
* orbital gap: 8.85 eV
* highest occupied orbital energy: -9.3 eV
* SMILES: NC(=O)C[C@H](N)C(=O)O.NCCCC[C@H](N)C(=O)O


5.
A molecular structure, C57H75HgN8O9P2S. Source: the Open Molecules 2025 dataset; level of theory: wB97M-V/def2-TZVPD.

ORCA input file:
```
! RIJCOSX wB97M-V def2-TZVPD def2/J DEFGRID3
* xyz -2 2
P 1.607 -2.730 0.056
C -0.063 5.616 3.440
H 2.189 8.228 2.879
H 1.308 -1.045 -7.348
C 0.374 3.862 -2.974
C -5.572 -1.430 0.146
H 0.718 7.903 1.981
C 1.616 -2.143 -3.236
H 3.483 -4.320 -0.213
H 4.798 0.209 -2.916
H -0.499 -3.172 2.962
C 5.051 2.529 -0.499
H 3.504 -0.778 1.035
C -0.673 3.904 -3.882
H 0.627 8.324 3.704
C 1.531 -0.551 -6.395
H -0.538 -0.220 -5.866
H 1.724 0.507 -6.604
O -2.899 -2.025 -3.741
C 0.341 8.699 -1.555
H 3.378 -3.160 -5.082
O -6.864 -1.203 2.042
C 5.372 1.708 -1.572
H 1.101 -3.895 -4.392
P -1.070 -1.393 1.450
C 2.875 1.504 -0.449
H -0.718 6.206 4.091
C -2.043 -0.618 2.797
H 1.807 6.198 4.296
H -0.278 -4.212 -0.371
N -0.727 5.453 2.163
C -6.221 -3.004 -1.514
H 2.249 -2.567 2.352
C 4.042 0.321 4.181
H 1.914 1.411 0.052
H -2.527 -1.387 3.402
C 2.759 -1.197 -5.754
C 0.060 -2.182 -5.192
N -4.133 1.580 -2.191
C 0.790 -4.251 -0.590
H 0.043 4.622 3.869
H -0.173 -0.151 -3.434
H -0.692 4.644 -4.672
C -4.255 -1.221 -0.455
C 3.314 -0.356 2.016
H -0.796 -2.278 -4.521
H -4.894 1.737 -4.151
C -0.406 6.534 -0.709
C 1.371 -3.001 1.877
C 3.388 -3.244 -0.054
H 5.563 -0.010 0.644
O -5.401 0.322 1.637
H 0.891 -4.287 -1.675
O 6.512 -0.985 3.500
H 2.368 3.044 1.581
C -2.183 -2.784 0.966
C -4.860 2.330 -3.239
H 6.731 2.240 -3.167
H -4.805 -3.333 -3.105
H -3.542 3.361 -1.205
O -6.932 -4.540 -3.062
C 1.200 7.772 2.952
C 1.663 8.428 -1.175
H 0.402 -1.722 3.325
H -0.963 6.287 1.642
C -6.500 -2.317 -0.355
H -0.199 -2.681 -6.134
O -8.285 -4.013 -1.470
H -7.443 -2.448 0.154
C 3.088 -0.529 -4.414
H 7.434 2.346 -1.552
C 0.349 -0.699 -5.437
H -2.161 -2.897 -0.115
H -2.531 0.282 -1.895
C 5.753 -0.603 2.619
H 4.836 0.444 4.906
C 1.769 0.435 3.481
H 1.407 -4.078 2.070
C -0.667 7.786 -1.341
H 0.850 1.048 -4.236
C -4.038 -1.967 -1.693
C -1.696 2.035 -2.733
H 0.733 0.691 3.669
H -2.795 0.039 2.356
H 7.060 -0.742 1.089
H 0.757 -2.231 -2.567
H -2.514 3.012 -4.472
H 3.968 -1.037 -4.020
H -1.866 -3.712 1.444
C 4.347 -0.192 2.928
N -5.966 -0.720 1.354
C 1.939 7.199 -0.564
C 0.681 -0.026 -4.102
N -1.242 4.409 0.195
H 1.188 4.575 -3.042
C -1.701 2.989 -3.756
H 2.480 -2.625 -2.764
H 7.172 0.767 -2.309
H -1.683 7.992 -1.652
H 0.106 9.645 -2.034
S -0.292 2.803 2.066
H -5.031 2.599 -0.589
H 3.335 0.525 -4.571
C 1.297 -2.831 -4.570
H 1.245 2.879 -1.318
C -2.733 -1.908 -2.513
H 1.227 -5.150 -0.148
H -5.869 2.535 -2.886
C 2.490 -2.686 -5.517
Hg -0.123 0.124 -0.712
H 2.959 6.961 -0.278
H -1.398 -0.012 3.433
H -2.982 0.498 -3.588
N 6.099 -0.549 1.315
C 6.754 1.769 -2.181
H 2.282 -3.187 -6.470
C -1.453 5.575 -0.623
C 4.449 0.812 -2.102
C -4.025 2.414 -0.957
N 2.040 -0.075 2.283
C -0.612 1.942 -1.854
H 5.770 3.236 -0.098
C 0.400 2.890 -1.986
H 3.624 -1.082 -6.418
C 0.946 6.276 -0.325
N 2.052 0.009 -2.097
H 1.895 5.756 2.593
H 2.455 9.140 -1.371
H 4.048 2.985 2.137
H -3.469 1.851 -0.210
H -4.339 3.267 -3.407
H 2.447 1.077 5.415
O -2.534 5.618 -1.269
C 2.731 0.656 4.460
C 1.298 6.297 3.331
O -1.626 -1.777 -1.922
C 3.780 2.392 0.080
H 3.874 -2.721 -0.879
C 1.917 -0.645 -3.413
O -3.388 -0.479 0.042
H 1.211 5.318 0.108
N -7.208 -3.908 -2.051
H -1.498 3.524 -0.218
C -0.776 4.308 1.452
C 3.404 3.220 1.283
H 3.912 -2.975 0.865
H -4.669 0.744 -1.961
C 3.094 0.709 -1.628
C -2.795 1.021 -2.648
H -3.200 -2.557 1.273
C 0.105 -2.383 2.511
H 3.525 4.285 1.068
C -4.999 -2.807 -2.182
*
```

Calculated values
* orbital gap (alpha / beta): 4.24 / 5.66 eV
* expectation value of S²: 0.7748
* highest occupied orbital energy (alpha / beta): -0.6 / -2.0 eV


6.
A single C3H9N molecule. Source: the Open Molecules 2025 dataset; level of theory: wB97M-V/def2-TZVPD.

ORCA input file:
```
! RIJCOSX wB97M-V def2-TZVPD def2/J DEFGRID3
* xyz 0 1
C 0.462 -0.411 1.375
H -1.265 -0.912 -0.711
H 1.615 -0.416 -0.368
H -1.796 1.303 -0.673
N 0.697 -0.716 -0.020
H -0.031 1.812 -1.241
C -0.391 -0.268 -0.829
H 1.264 0.088 1.756
H -0.583 1.598 0.325
H -0.366 0.238 1.710
C -0.739 1.213 -0.662
H 0.435 -1.360 1.904
H -0.150 -0.548 -1.871
*
```

Calculated values
* ΔE to the lowest compared entry with this formula, charge and spin: 126.4 kJ/mol
* orbital gap: 9.74 eV
* highest occupied orbital energy: -8.5 eV
* SMILES: CCNC


Looking at max |F| for the records above, in order, we have 0.3 4.7 1.0 0.6 0.4 3.2 eV/Å.